{
  "formula": "C14H25HgN5S2",
  "method": "ωB97M-V/def2-TZVPD",
  "symbols": ["Hg", "S", "S", "C", "C", "C", "N", "C", "C", "H", "H", "H", "H", "H", "H", "H", "H", "C", "H", "H", "H", "H", "H", "H", "H", "C", "C", "H", "H", "H", "H", "N", "C", "C", "N", "C", "C", "N", "C", "C", "N", "H", "H", "H", "H", "H", "H"],
  "coordinates": [[1.51, -0.55, -0.71], [-0.84, 2.01, -0.35], [-0.55, -2.68, -0.32], [-2.63, 1.74, -0.25], [-0.62, 2.00, -2.14], [-1.10, 0.76, -2.89], [-0.27, -0.44, -2.68], [-1.04, -1.68, -2.91], [-0.51, -2.86, -2.14], [0.45, 2.18, -2.35], [-1.20, 2.86, -2.50], [-1.17, 1.01, -3.96], [-2.10, 0.51, -2.53], [-1.07, -1.92, -3.98], [-2.06, -1.47, -2.58], [0.52, -3.08, -2.44], [-1.13, -3.74, -2.32], [-2.38, -2.54, -0.20], [0.50, -0.41, -3.34], [-2.74, -1.63, -0.69], [-2.68, -2.53, 0.85], [-2.80, -3.43, -0.69], [-2.90, 1.62, 0.80], [-2.89, 0.82, -0.78], [-3.20, 2.59, -0.67], [3.64, -0.30, -1.44], [4.37, -0.46, -0.24], [3.73, 0.66, -1.98], [3.55, -1.18, -2.12], [4.96, 0.36, 0.19], [4.57, -1.46, 0.18], [1.90, 1.55, 3.29], [3.05, 1.99, 2.66], [2.95, 1.53, 1.38], [1.85, 0.69, 1.27], [1.18, 0.76, 2.43], [-0.16, 0.33, 2.79], [-1.11, -0.24, 2.04], [-2.21, -0.41, 2.85], [-1.95, 0.10, 4.11], [-0.66, 0.58, 4.05], [1.63, 1.81, 4.23], [3.82, 2.57, 3.14], [3.59, 1.75, 0.56], [-3.11, -0.88, 2.51], [-2.54, 0.13, 5.00], [-0.15, 1.01, 4.82]],
  "total_charge": 2,
  "homo_lumo_gap_ev": [5.855, 5.854]
}